{"formula": "C2H12NO3", "method": "ωB97M-V with the def2-TZVPD basis set", "total_energy_ev": -9893.605, "charge": 1, "max_force_ev_per_a": 3.91, "homo_ev": -14.2099, "e_above_lowest_ev": 1.839, "species": ["C", "C", "N", "H", "H", "H", "H", "H", "H", "H", "H", "O", "H", "H", "O", "H", "H", "O"], "positions_angstrom": [[0.10624, -3.45484, -1.08447], [-0.03934, -1.53455, -2.76732], [-0.33600, -2.07871, -1.60566], [1.17761, -3.42517, -0.82414], [-0.56563, -3.63488, -0.22644], [-0.14269, -4.00465, -2.02593], [0.48168, -2.11217, -3.53585], [-0.39666, -0.45893, -2.83580], [-0.91736, -1.48056, -0.90683], [0.02339, 3.18699, 1.28968], [1.04401, 2.61461, 2.17409], [0.50210, 2.29519, 1.49400], [0.77179, -0.53180, 1.05029], [0.11948, 0.71400, 0.52061], [0.00202, -0.25546, 0.60581], [-0.43061, 5.50695, 2.62303], [-1.10033, 4.08934, 3.18400], [-0.29971, 4.56461, 2.87092]], "forces_ev_per_a": [[-1.238, 1.437, -1.786], [-1.497, 0.101, 3.144], [0.050, 1.788, -0.379], [-0.631, -0.062, -0.161], [0.576, -0.376, -0.590], [0.570, -0.695, 1.423], [-0.008, 0.371, 0.269], [0.601, -1.567, -0.545], [1.729, -0.896, -1.239], [1.033, -2.308, 0.451], [1.505, 0.378, 1.755], [-2.479, 1.954, -2.310], [1.440, -0.519, 0.987], [-0.080, -0.338, 0.498], [-1.492, 0.619, -1.497], [-0.559, -1.165, 0.586], [0.518, 1.249, -0.344], [-0.035, 0.029, -0.262]], "mulliken_charge": [-0.731, -0.074, -0.024, 0.299, 0.298, 0.355, 0.295, 0.259, 0.314, 0.359, 0.295, -0.702, 0.280, 0.393, -0.618, 0.331, 0.349, -0.678]}